[1]
The following is a DFT calculation (wB97M-V/def2-TZVPD) of a cluster of 2 separate species, C5H13FSi in total.

```
20
Properties=species:S:1:pos:R:3:forces:R:3:nbo_charge:R:1
Si 1.6272 -0.1058 -0.0891 0.3 -1.1 0.4 1.508
F 1.2759 -1.6730 0.4116 0.3 1.3 -0.4 -0.673
C -2.1647 -0.7379 1.2533 0.1 0.7 0.5 -0.616
C -2.4562 0.5935 -0.8636 1.1 -1.4 1.6 -0.290
C 3.1244 0.5371 0.9459 -1.6 1.8 -1.3 -1.138
C -2.6541 0.5575 0.5869 -2.5 1.1 1.2 -0.478
C 1.9288 -0.3483 -1.9489 -1.6 -1.2 -0.4 -1.176
H -2.2856 1.5265 1.0454 -0.2 -1.0 -0.1 0.213
H -2.3660 -0.7092 2.3736 0.3 -0.3 -1.5 0.215
H -1.6238 -0.0467 -1.0208 0.6 -0.4 -1.5 0.155
H 3.9953 0.4946 0.2892 0.3 -0.3 0.5 0.241
H -2.7458 1.3759 -1.4835 -0.4 1.1 -1.0 0.175
H 0.8865 -0.2897 -2.5009 2.1 -0.7 1.1 0.255
H 2.9035 1.6413 1.0988 0.3 -1.1 -0.2 0.241
H 3.1728 0.1288 1.9342 0.4 -0.6 0.3 0.252
H 2.5365 0.3284 -2.4956 0.7 1.1 -0.1 0.241
H -3.8004 0.5655 0.7529 1.5 0.3 0.1 0.203
H 2.4762 -1.3416 -2.0418 -1.1 0.9 -0.1 0.252
H -2.7145 -1.5075 0.7315 -0.4 -0.6 0.4 0.208
H -1.1161 -0.9893 1.0208 -0.2 0.4 0.4 0.212
```
Forces are in eV/Å.

ΔE to the lowest compared entry with this formula, charge and spin	401.4	kJ/mol
multiplicity	1
total energy	-587.5743	hartree
F_max	0.0573	Eh/bohr
Kohn-Sham gap (alpha / beta)	7.29 / 8.15	eV



[2]
The following is a DFT calculation (wB97M-V/def2-TZVPD) of a structure of composition C5H13GaO2.

```
21
Properties=species:S:1:pos:R:3:forces:R:3:lowdin_charge:R:1
Ga -1.0236 -0.3583 -0.6317 2.1 -1.1 1.4 1.022
O -1.8830 0.8446 -1.2983 -1.3 -0.5 -2.3 -0.176
O 0.4236 -1.4452 -0.3527 -1.5 0.3 0.1 -0.206
C 0.5784 -2.7278 -0.9727 0.0 -2.0 -1.1 0.036
C 1.6810 -0.8646 0.0545 1.8 1.1 0.2 -0.118
C 0.2781 1.1646 0.8140 -0.5 -0.1 -0.3 -0.055
C 1.4620 0.2341 1.0698 0.4 0.0 0.0 -0.151
C -2.3043 2.1339 -1.0155 -0.6 2.9 0.5 -0.095
H 2.2874 -1.6710 0.4884 -0.3 0.1 -0.2 0.167
H 2.1887 -0.4876 -0.8464 -0.3 -0.2 0.1 0.168
H 0.3637 2.0236 1.5034 -0.8 -0.6 0.2 0.155
H -1.6881 2.8339 -1.6101 -0.3 -0.4 0.0 0.129
H 0.0562 1.6702 -0.1387 1.3 -0.1 -0.3 0.085
H 1.1651 -2.6243 -1.8948 -0.1 0.1 0.3 0.140
H -3.3613 2.2737 -1.3056 0.5 -0.3 0.3 0.130
H -0.7197 0.5955 0.9501 0.4 0.7 1.5 0.086
H 1.3688 -0.2112 2.0707 -0.1 0.3 -0.2 0.151
H 1.0813 -3.4043 -0.2710 -0.2 0.3 -0.1 0.140
H 2.3908 0.8204 1.0769 -0.2 -0.1 0.1 0.157
H -0.4181 -3.1155 -1.2099 0.2 0.0 0.1 0.125
H -2.1450 2.4417 0.0359 -0.3 -0.4 -0.3 0.109
```
Forces are in eV/Å.

ΔE to the lowest compared entry with this formula, charge and spin	123.4	kJ/mol
multiplicity	1
total energy	-2272.7807	hartree
F_max	0.0579	Eh/bohr
Kohn-Sham gap	8.43	eV
charge	+2



[3]
The following is a DFT calculation (wB97M-V/def2-TZVPD) of a structure of composition C5H13IN2.

```
21
Properties=species:S:1:pos:R:3:forces:R:3:nbo_charge:R:1
I 2.0756 -0.0578 -1.0646 -0.5 0.3 -0.4 0.001
N -0.7220 -1.9925 0.5063 2.6 -1.7 0.2 -0.448
N -1.0370 -1.2254 -0.5051 1.4 3.0 -2.6 -0.398
C 0.5922 2.2923 0.9674 2.3 -0.8 -1.2 -0.611
C -0.1614 0.9676 0.7742 2.5 0.1 -1.6 -0.498
C 0.5342 -2.8032 0.6494 -0.3 3.3 0.4 -0.458
C -0.6586 1.1634 -1.7492 -0.9 1.0 -0.3 -0.748
C -0.0548 0.4096 -0.6476 -0.6 -2.8 1.6 0.094
H -0.6891 -1.6815 -1.3675 -0.3 0.5 0.4 0.327
H -1.1716 1.1983 0.7984 -2.3 0.0 0.9 0.220
H -0.8527 0.6796 -2.6542 -0.1 -1.8 -1.3 0.230
H 0.5426 2.6641 1.9469 -0.3 0.3 1.6 0.212
H 0.6529 -2.9558 1.7078 0.0 -0.4 0.5 0.201
H -1.2701 -1.9291 1.2922 -1.4 0.4 1.8 0.359
H -1.5774 1.7168 -1.6337 -1.0 -0.4 1.4 0.234
H 0.3652 -3.7064 0.1446 0.5 -1.3 -0.9 0.193
H 0.2049 0.1801 1.4520 -0.5 0.4 0.0 0.219
H -0.1425 1.9910 -2.1244 2.0 1.3 -0.1 0.233
H 1.4304 -2.1665 0.3706 -1.1 -1.3 -0.1 0.217
H 0.1979 3.0980 0.3465 0.1 -0.2 -0.3 0.205
H 1.7413 2.1574 0.7900 -2.1 0.3 0.0 0.214
```
Forces are in eV/Å.

ΔE to the lowest compared entry with this formula, charge and spin	70.5	kJ/mol
multiplicity	1
total energy	-605.3838	hartree
F_max	0.0814	Eh/bohr
Kohn-Sham gap	8.16	eV



[4]
The following is a DFT calculation (wB97M-V/def2-TZVPD) of a structure of composition C5H13MnO5SSbSe4.

```
30
Properties=species:S:1:pos:R:3:forces:R:3:mulliken_spin:R:1
Sb 0.6029 3.4697 -0.1429 0.1 0.2 -0.6 0.053
Se 0.3910 5.2786 -1.7159 0.0 -0.3 0.0 0.033
Se 0.8794 4.1514 2.1400 0.0 -0.1 0.0 0.034
Se -0.8556 1.4479 -0.5920 -5.4 4.8 2.0 -0.067
Se 1.9016 1.3856 -0.9781 5.1 3.3 0.2 -0.051
Mn 0.3782 -0.0371 -1.3286 0.0 5.9 3.8 3.898
S 0.2424 -1.9968 -2.1617 -0.5 -8.0 -3.8 0.055
O 1.4417 -1.4078 -1.5860 4.0 -3.4 -0.1 0.050
O -1.4755 -1.1469 0.2916 0.1 -0.7 0.2 -0.050
O -0.7162 -0.9318 -2.4378 -2.9 -1.2 -2.7 0.045
O 0.9854 -0.4206 1.3872 0.2 0.0 0.5 -0.020
O -0.2756 -3.1175 -1.4364 0.1 0.1 -0.2 -0.007
C -1.2413 -1.3474 1.6661 0.4 0.2 0.0 0.000
C 0.2656 -1.5321 1.8463 -0.4 -0.1 -0.1 0.006
C -2.8237 -0.9021 -0.0024 -0.3 0.1 -0.1 0.004
C 1.0615 0.6745 2.3204 0.0 -0.3 -0.4 0.003
C 0.7873 -2.5946 -3.7889 -0.1 0.3 0.7 0.006
H -3.1734 0.0104 0.5030 0.0 -0.2 -0.1 0.001
H 0.1391 1.2792 2.3421 0.4 -0.3 -0.1 0.000
H 0.5809 -2.3932 1.2411 0.0 0.2 0.1 -0.003
H 1.9086 1.2972 2.0014 -0.5 -0.2 0.1 0.002
H 1.5512 -3.3441 -3.5968 0.0 -0.1 0.0 0.000
H -3.4457 -1.7529 0.2931 0.0 -0.1 0.1 0.002
H -2.9034 -0.7606 -1.0797 0.0 0.0 0.1 0.002
H -0.0695 -3.0294 -4.2912 -0.1 -0.1 0.0 0.001
H -1.7866 -2.2358 2.0125 0.0 0.0 0.1 0.002
H 0.4991 -1.7330 2.9022 -0.1 -0.1 -0.1 0.001
H -1.5890 -0.4652 2.2254 0.0 -0.1 0.0 0.000
H 1.2100 -1.7807 -4.3788 -0.1 0.1 0.2 -0.002
H 1.2624 0.2834 3.3227 0.0 0.0 0.1 0.003
```
Forces are in eV/Å.

multiplicity	5
total energy	-11969.6645	hartree
F_max	0.1733	Eh/bohr
Kohn-Sham gap (alpha / beta)	6.39 / 6.28	eV
charge	-1



[5]
The following is a DFT calculation (wB97M-V/def2-TZVPD) of a cluster of 2 separate species, C5H13N in total.

```
19
Properties=species:S:1:pos:R:3:forces:R:3:nbo_charge:R:1
N -2.2155 0.0290 -0.5535 0.4 -0.2 -1.2 -0.601
C -2.4085 0.0959 -2.0075 -0.7 0.0 -0.5 -0.429
C 1.9287 0.9478 2.1270 0.6 -1.5 -0.1 -0.659
C -1.7545 -1.3168 -0.1614 -0.8 0.8 0.4 -0.427
C 2.7485 0.5203 0.9324 0.0 0.0 -0.8 -0.160
C 2.3012 -0.0591 -0.1812 -0.8 0.4 -0.2 -0.417
H 2.4868 1.6854 2.6890 -0.2 0.4 0.1 0.222
H -3.2118 -0.5445 -2.3902 0.1 -0.2 0.5 0.190
H 1.7835 0.0900 2.7976 -0.2 0.2 0.0 0.222
H 2.7696 0.1470 -1.1369 0.7 -0.8 0.2 0.200
H 3.8034 0.7673 0.8734 -0.1 0.7 0.3 0.192
H -2.5553 -2.0422 -0.3168 0.1 0.0 -0.4 0.195
H -2.7367 1.0965 -2.2894 0.2 0.2 0.1 0.200
H -1.6668 -1.2722 0.9234 0.7 -0.3 0.0 0.203
H -1.4023 0.6354 -0.4782 -0.1 0.1 0.8 0.339
H -0.8459 -1.5830 -0.7087 0.1 -0.4 0.3 0.169
H -1.5129 -0.1594 -2.5937 0.0 0.0 0.1 0.162
H 0.9591 1.2910 1.7739 0.0 0.2 0.3 0.221
H 1.3359 -0.5593 -0.2753 -0.1 0.5 0.2 0.177
```
Forces are in eV/Å.

SMILES string	C=CC.CNC
ΔE to the lowest compared entry with this formula, charge and spin	204.4	kJ/mol
multiplicity	1
total energy	-252.9853	hartree
F_max	0.0310	Eh/bohr
Kohn-Sham gap	10.26	eV



[6]
The following is a DFT calculation (wB97M-V/def2-TZVPD) of an isolated molecule of C5H13N.

```
19
Properties=species:S:1:pos:R:3:forces:R:3:nbo_charge:R:1
N -0.4517 0.9419 -0.0204 -0.1 -0.9 0.4 -0.434
C -0.0888 -0.4371 0.3014 -0.4 -0.8 0.9 -0.221
C 0.9907 -1.1048 -0.5241 1.5 0.9 -0.5 -0.421
C 2.1136 -1.7698 0.2951 -0.7 -0.4 0.1 -0.593
C -1.3066 0.9637 -1.1946 -1.0 -0.2 -0.5 -0.431
C -1.1711 1.4890 1.1276 -0.4 0.0 -0.4 -0.405
H 1.8258 -2.7152 0.7620 0.0 -0.1 -0.2 0.197
H 2.9692 -1.9152 -0.3607 0.1 -0.3 0.1 0.208
H -2.3166 1.3463 -1.0073 0.1 0.2 0.3 0.188
H -0.5979 1.4064 2.0445 0.3 0.2 0.0 0.200
H -1.4506 2.5182 0.9141 0.2 0.2 0.2 0.200
H 0.1960 -0.4829 1.3571 0.4 0.4 -0.1 0.190
H -0.9170 1.5463 -1.9938 0.6 0.8 -0.6 0.198
H 2.4096 -1.1150 1.1161 0.1 0.1 -0.1 0.202
H 1.6032 -0.3481 -1.0313 -0.7 0.4 -0.1 0.209
H 0.6236 -1.7177 -1.3473 -0.2 -0.3 0.3 0.202
H -2.1103 0.9477 1.2951 -0.2 -0.1 0.1 0.159
H -1.5270 0.0020 -1.6697 0.4 -0.4 0.4 0.191
H -0.9772 -1.0936 0.3330 -0.2 0.1 -0.4 0.159
```
Forces are in eV/Å.

SMILES string	CCCN(C)C
ΔE to the lowest compared entry with this formula, charge and spin	116.7	kJ/mol
multiplicity	1
total energy	-253.0186	hartree
F_max	0.0357	Eh/bohr
Kohn-Sham gap	9.87	eV



Q: Which formula does entry 6 have?
A: C5H13N



Q: The highest multiplicity belongs to which entry?
A: C5H13MnO5SSbSe4